No. 1
This record from the Open Molecules 2025 dataset describes 9 unconnected molecules or ions with the total composition C28H46Br8O10. The level of theory is wB97M-V/def2-TZVPD.

Net charge   0
2S+1   1
E_HOMO   -9.86 eV
F_max   0.078 Eh/bohr
Gap between HOMO and LUMO   9.990 eV
SMILES   O=C1CCCO1.O=C1CCCO1.O=C1CCCO1.O=C1CCCO1.O=C1CCCO1.BrCCBr.BrCCBr.BrCCBr.BrCCBr

```
92
Properties=species:S:1:pos:R:3:forces:R:3
O -1.83404 5.29847 -1.78630 1.60 -0.19 0.95
C -1.05819 5.07712 -0.85725 -3.96 0.44 -0.39
C -1.56147 4.72421 0.55328 0.68 -0.53 -0.78
C -0.32658 3.88489 1.11100 -1.52 1.99 -0.90
C 0.80902 4.62552 0.36439 -0.23 0.26 -0.21
O 0.22577 5.03641 -0.94961 2.17 -0.27 0.82
H -1.73936 5.62954 1.15408 0.14 -0.23 -0.28
H -2.53775 4.26154 0.31959 0.56 -0.22 0.79
H -0.33241 4.00048 2.17677 0.55 0.05 0.59
H -0.41018 2.84541 0.87933 0.15 -0.61 -0.41
H 1.14664 5.55823 0.89685 -0.28 -0.96 -0.58
H 1.63657 3.98354 0.07009 0.12 0.12 0.34
O -3.18401 -0.73029 -3.87076 0.84 -0.23 0.18
C -2.72242 0.37496 -3.82637 -0.37 0.26 -0.47
C -3.57962 1.63723 -3.93322 1.05 -0.94 0.44
C -2.59173 2.77229 -4.17171 -1.57 -0.69 -1.01
C -1.31089 2.15210 -3.67167 0.07 0.22 1.14
O -1.39000 0.67936 -3.68430 -1.10 0.62 -1.10
H -4.29292 1.44459 -4.70831 -0.54 0.13 -0.28
H -4.06219 1.63623 -2.96250 -0.37 0.45 0.17
H -2.60592 2.96895 -5.26511 0.41 0.04 0.63
H -2.94568 3.66517 -3.65686 0.69 0.09 0.07
H -0.47117 2.58071 -4.19462 0.61 -0.64 -0.10
H -1.24180 2.32087 -2.61163 0.41 0.68 0.45
O 1.13667 0.98366 1.16731 -1.35 -0.14 -0.26
C 2.24859 1.00352 1.58259 0.77 -0.81 0.23
C 2.82209 0.28685 2.79467 -0.34 -0.16 0.03
C 4.33713 0.60923 2.73871 -0.35 -0.44 -1.08
C 4.42014 1.74803 1.60621 1.39 -2.30 0.15
O 3.19687 1.64353 0.89986 0.33 0.86 -0.30
H 2.27878 0.67026 3.67513 0.43 0.03 -0.17
H 2.50632 -0.78934 2.74153 0.61 0.84 -0.10
H 4.72322 0.92577 3.67666 0.21 0.51 0.79
H 4.93645 -0.31270 2.47988 -0.73 1.12 -0.13
H 4.60087 2.78196 1.91038 -0.19 -0.25 0.31
H 5.23806 1.42326 0.91435 -0.68 0.61 0.40
O 0.33776 -3.91931 -2.06310 -0.22 0.21 -0.61
C 0.17249 -3.72232 -3.25556 0.91 -1.23 1.42
C 0.97759 -4.41491 -4.34340 -0.53 1.95 -0.91
C 0.17838 -3.99176 -5.61040 0.60 2.45 -0.21
C -0.54261 -2.61241 -5.14832 1.88 -1.89 1.07
O -0.75094 -2.92182 -3.71244 -0.98 1.14 -1.02
H 2.01854 -4.00973 -4.30074 -0.81 -0.24 -0.26
H 1.03195 -5.45239 -4.14215 -0.05 -1.03 0.14
H 0.80117 -3.74829 -6.48082 0.07 -0.25 0.24
H -0.59688 -4.64792 -5.97972 -0.09 -0.49 0.43
H 0.08617 -1.69179 -5.12409 -0.34 -0.79 -0.44
H -1.45945 -2.46212 -5.68734 -0.53 0.16 0.34
O -2.66158 3.01463 6.25341 -0.93 -0.28 0.11
C -2.38322 2.41055 5.26634 2.19 0.20 -0.78
C -0.93200 2.15415 4.78224 0.43 1.65 -0.05
C -1.05261 1.21845 3.63102 -0.60 -0.49 0.66
C -2.45257 1.60821 3.11535 1.23 -0.35 0.71
O -3.21192 1.97768 4.28865 -0.45 -0.08 0.13
H -0.56211 3.11089 4.35839 -0.22 0.01 0.67
H -0.24076 1.84415 5.56921 -0.33 0.10 0.04
H -0.25051 1.23796 2.89619 -0.27 0.06 -0.05
H -1.04229 0.28035 4.17111 -0.33 -0.95 -0.73
H -2.34118 2.48195 2.49424 -0.22 0.41 -0.39
H -2.90903 0.81520 2.55976 -0.67 -0.25 0.09
Br 4.19627 -2.62118 0.47393 -0.42 -0.13 -0.28
C 2.25329 -2.91256 0.20689 0.19 0.06 1.28
C 1.76486 -4.19452 0.83356 -0.46 -0.48 -0.10
Br 2.04313 -4.23654 2.74434 0.02 0.07 0.35
H 2.07469 -2.93365 -0.84518 -0.14 0.15 -0.54
H 1.80005 -2.05222 0.71216 -0.03 -0.15 -0.41
H 2.28816 -5.08024 0.46862 -0.13 0.23 -0.16
H 0.66648 -4.33231 0.68675 0.95 0.26 -0.04
Br 1.91940 -0.81018 -2.68328 0.56 -0.23 -0.44
C 3.54920 -1.85084 -3.31125 -0.54 2.08 0.47
C 4.71652 -0.89574 -3.10191 0.82 -1.52 0.25
Br 6.41218 -1.89551 -3.56039 -0.71 0.30 0.31
H 3.34041 -2.02341 -4.37194 0.26 -0.37 0.48
H 3.54605 -2.67844 -2.62808 0.23 -0.58 -0.18
H 4.86278 -0.48734 -2.09967 -0.26 -0.47 -0.11
H 4.74842 -0.11563 -3.80613 -0.29 0.95 -0.81
Br -2.29908 0.46752 0.02383 0.41 0.09 -0.41
C -1.11663 -0.99765 -0.46736 0.77 -0.30 0.13
C -1.55021 -2.25632 0.23535 -0.60 0.69 0.05
Br -1.19003 -2.15965 2.13459 0.19 -0.08 0.20
H -0.04233 -0.78018 -0.25927 -1.01 0.33 0.03
H -1.23192 -1.14917 -1.53188 -0.12 0.08 -0.32
H -0.97485 -3.07428 -0.15171 0.04 -0.51 -0.24
H -2.63446 -2.38732 0.14093 0.41 -0.27 -0.05
Br -4.68586 -2.90532 3.83308 -0.27 -0.37 -0.29
C -3.66926 -1.56054 4.75016 -0.26 -0.09 -0.40
C -3.17364 -2.11378 6.02900 1.27 -0.19 0.06
Br -2.24450 -0.68347 7.00465 -0.10 -0.08 -0.01
H -4.30384 -0.74556 4.90831 -1.31 1.11 0.42
H -2.96444 -1.17844 4.04723 0.99 -0.23 -0.23
H -2.38871 -2.86085 5.82703 -0.62 0.05 0.43
H -3.99133 -2.45566 6.65737 0.25 -0.16 0.01
```
Forces are in eV/Å.

Atom charges from the Mulliken analysis, given in e for atoms 1 to 4: O -0.6554; C 0.5514; C -0.4991; C 0.6623

No. 2
This record from the Open Molecules 2025 dataset describes a molecular structure, C28H46BrNOP2Sr. The level of theory is wB97M-V/def2-TZVPD.

Net charge   +2
2S+1   1
Energy relative to the best compared isomer or geometry (same formula, charge and spin)   7.6 kcal per mole
E_HOMO (spin up / spin down)   -13.30 / -13.33 eV
F_max   0.046 Eh/bohr
Gap between HOMO and LUMO (spin up / spin down)   6.659 / 6.878 eV

```
80
Properties=species:S:1:pos:R:3:forces:R:3
N -0.78889 5.67506 0.17620 0.66 0.01 0.14
C -0.12586 5.11195 1.20694 -0.09 -0.52 -1.02
C 1.03613 4.33535 1.03180 -0.28 0.79 0.22
C 1.61608 4.22786 -0.24251 -0.35 0.99 -0.57
C 0.86453 4.73340 -1.30949 -0.67 0.99 0.42
C -0.29156 5.51188 -1.05941 0.55 -1.16 0.36
C 2.89548 3.56126 -0.43145 0.55 -0.82 -0.01
Sr 1.04835 -0.57700 0.30600 -1.18 0.53 -0.37
P -0.06455 -3.41429 -0.26446 0.41 0.71 -0.01
C 3.31832 2.84118 -1.54567 0.34 0.46 -0.93
C 3.58864 1.38822 -1.45206 0.33 -0.39 0.53
C 3.41843 0.48628 -2.55296 -0.20 0.87 0.63
C 3.45298 -0.90602 -2.38595 -0.26 0.31 0.15
C 3.59505 -1.43947 -1.09546 1.50 -0.46 -0.17
C 3.81030 -0.58525 0.01130 0.50 0.07 -0.14
C 3.80846 0.81309 -0.17506 0.00 -0.46 0.47
Br 4.18138 -3.32186 -0.95810 0.09 1.76 -0.21
H 3.54017 3.52361 0.46057 -0.86 -0.94 0.20
H 3.46121 3.32117 -2.55342 -1.42 -0.73 0.74
H 1.48276 3.84762 1.88726 0.24 0.18 0.09
H 1.21741 4.59641 -2.31132 0.09 0.10 -0.45
H -0.58703 5.25537 2.19255 0.32 -0.05 -0.37
H -0.85421 5.95202 -1.88972 0.23 -0.09 0.36
H 3.21257 0.95281 -3.51913 0.20 -0.43 0.11
H 4.01471 1.50352 0.67222 -0.25 -0.85 -0.55
H 3.38167 -1.57592 -3.25295 0.02 0.37 0.41
H 4.03759 -1.04957 0.99153 -0.01 0.46 -0.59
P -1.69633 0.35786 -1.17571 -0.88 0.11 -1.21
C 1.16743 -3.50961 1.09518 -0.17 -0.34 0.15
C 2.07980 -4.72738 1.20323 0.68 -0.02 0.29
H 0.51872 -3.43176 1.97580 0.24 0.14 0.23
H 1.84731 -2.61759 1.09910 -0.18 -0.69 0.14
H 2.68427 -4.56617 2.10612 0.05 -0.32 -0.19
H 1.58247 -5.70144 1.30624 -0.02 0.56 -0.14
H 2.77770 -4.73846 0.35141 -0.63 -0.38 0.60
C 0.83576 -3.99125 -1.72149 0.76 0.00 -0.71
C 0.90936 -5.45124 -2.14365 0.30 -0.61 -0.28
H 1.88148 -3.67831 -1.54783 -0.63 0.11 -0.14
H 0.48713 -3.41341 -2.58867 -0.03 0.00 0.20
H 1.53259 -5.50795 -3.05546 -0.33 -0.02 0.35
H 1.39434 -6.11243 -1.41056 -0.24 0.30 -0.05
H -0.06450 -5.87455 -2.39984 0.05 0.04 0.08
C -1.32621 -4.63459 0.15851 -0.66 -0.06 0.33
C -1.02330 -5.88342 0.98771 -0.17 -0.44 -0.01
H -1.71284 -4.93009 -0.82528 -0.19 0.03 0.19
H -2.12552 -4.08161 0.67546 0.10 -0.10 -0.31
H -1.98136 -6.40060 1.13546 0.29 0.02 -0.03
H -0.35303 -6.58196 0.47506 -0.09 0.18 0.11
H -0.63005 -5.68518 1.99269 -0.02 0.15 -0.31
C -3.47471 -0.00882 -0.81244 -0.01 -0.15 0.45
C -3.78145 -1.42074 -0.32582 -0.20 -0.01 0.17
H -4.02646 0.18664 -1.74370 0.19 0.06 0.18
H -3.82496 0.73977 -0.08455 0.11 -0.38 -0.13
H -4.86026 -1.49202 -0.12437 0.34 -0.16 -0.02
H -3.52200 -2.19020 -1.06670 -0.05 0.22 0.20
H -3.24256 -1.63397 0.60687 -0.11 -0.07 -0.15
C -1.62741 -0.58226 -2.78681 -0.07 -0.08 0.30
C -0.43262 -0.25018 -3.67785 -0.06 -0.21 -0.23
H -2.55727 -0.33194 -3.31896 0.20 -0.12 0.16
H -1.68150 -1.65432 -2.53277 0.17 0.28 -0.24
H -0.54502 -0.78493 -4.63653 0.24 0.21 0.36
H -0.36557 0.82284 -3.91044 -0.06 -0.30 0.12
H 0.51423 -0.55964 -3.21373 -0.05 0.01 -0.13
C -2.06225 2.00964 -1.92683 0.19 0.19 -0.20
C -2.82293 2.98046 -1.02208 0.32 0.36 0.12
H -2.68653 1.81276 -2.80842 0.21 -0.06 0.05
H -1.11262 2.43033 -2.29836 -0.35 0.11 0.23
H -2.88143 3.96382 -1.51265 0.03 -0.28 0.29
H -3.85447 2.66409 -0.81557 0.39 0.04 -0.14
H -2.29482 3.10131 -0.06346 -0.21 0.15 -0.18
C -2.09492 0.18133 3.49055 0.03 -0.58 -0.04
C -0.89613 0.93220 3.00764 1.15 -0.90 -1.39
C -0.69637 2.31183 3.54002 -0.17 0.29 0.07
O -0.09956 0.40259 2.17310 -1.31 1.08 1.61
H -2.36601 0.50171 4.51603 0.07 -0.37 -0.65
H -1.90646 -0.91172 3.41444 -0.20 0.71 0.19
H -2.94252 0.40740 2.81092 0.33 0.05 0.33
H 0.32681 2.44664 3.91641 -0.24 -0.12 -0.06
H -0.84658 3.07745 2.75275 0.00 -0.54 0.24
H -1.43189 2.47416 4.34108 0.46 0.22 -0.26
```
Forces are in eV/Å.

Atom charges from the Mulliken analysis, given in e for atoms 1 to 4: N -0.5177; C -0.8753; C -0.2013; C 0.6088

> Look up the F_max of the first one.

0.078 Eh/bohr